# 1
3 unconnected molecules or ions with the total composition C26H46BFO10P3S2 at a distorted geometry. Source: the OMol25 dataset; level of theory: wB97M-V/def2-TZVPD.

Last column: Mulliken charge in e.
Geometry (Å):
S 0.717 3.306 -7.091  1.312
S 0.833 3.028 -1.076  1.208
P -2.213 -2.055 3.030  0.266
P -2.535 -3.460 4.707  -0.162
P -3.063 -5.454 4.008  0.967
F -4.633 1.657 5.259  -0.381
O -1.720 -0.669 4.025  -0.379
O -1.855 -6.617 4.593  -0.557
O -4.680 -5.871 4.599  -0.560
O 1.658 4.289 -6.593  -0.716
O 1.072 1.601 -1.139  -0.617
O 1.229 3.831 0.063  -0.803
O -0.545 -2.657 2.918  -0.634
O -0.576 -1.221 0.778  -0.541
O -3.111 -5.639 2.441  -0.676
O -0.348 2.768 -6.271  -0.641
C 2.943 -1.385 4.664  -0.264
C -0.246 -0.516 4.205  0.427
C -4.101 -1.786 3.197  -0.581
C 0.012 3.890 -8.625  -0.740
C 5.166 -3.186 0.475  -0.419
C -0.890 3.332 -1.439  -0.169
C 0.460 0.813 3.473  -0.552
C 0.769 1.713 2.409  0.018
C 4.567 -1.446 4.375  -0.800
C 5.055 -0.150 1.902  -0.259
C 0.328 3.709 -3.548  -0.045
C 1.481 3.774 -2.558  -0.982
C -4.577 0.812 4.031  0.032
C 0.404 -2.005 3.873  0.128
C 1.627 1.946 -7.798  -0.755
C 2.013 -2.002 3.463  -0.358
C 4.931 -3.072 2.093  -0.264
C -4.516 -0.767 4.458  -0.424
C 0.581 2.995 -9.725  -0.586
C -2.907 0.073 0.757  0.366
C 5.300 -0.267 0.253  -0.380
C 5.322 -1.778 -0.385  -0.294
C 4.860 -1.541 2.749  0.399
C 0.896 1.639 -9.096  -0.588
C -0.919 4.104 -2.757  -0.945
C -3.489 -0.432 -0.728  -0.892
B -1.910 -1.028 1.452  0.115
H 2.328 -3.146 3.349  0.164
H -5.634 -1.081 4.734  0.364
H 1.500 1.014 -9.759  0.348
H -2.338 1.093 0.524  -0.099
H -0.692 -1.819 -0.017  0.232
H 1.504 3.437 -10.120  0.290
H 0.216 2.686 -3.928  0.219
H 5.012 -0.443 4.843  0.298
H -0.133 -0.254 5.353  0.254
H -1.836 3.896 -3.317  0.370
H -4.540 -2.844 3.539  0.248
H -2.508 -3.131 2.075  0.159
H -1.558 -7.138 3.774  0.321
H 5.413 0.699 -0.432  0.259
H -1.285 -3.658 5.453  -0.066
H -4.659 -1.531 2.201  0.464
H -3.889 -0.990 5.437  0.152
H -2.991 0.177 -1.608  0.144
H -5.473 1.055 3.282  0.255
H 2.691 -2.009 5.650  0.207
H -0.895 5.181 -2.554  0.308
H -0.038 1.104 -8.884  0.298
H 2.647 2.292 -7.992  0.385
H 5.021 0.909 2.450  0.241
H 0.960 2.454 1.492  0.034
H -1.337 3.908 -0.625  0.451
H -0.121 2.901 -10.560  0.314
H 2.625 -0.262 4.873  0.221
H -1.075 3.797 -8.556  0.379
H -1.393 2.365 -1.531  -0.072
H 0.288 4.937 -8.776  0.343
H -3.372 -1.586 -0.893  0.230
H 5.458 -1.901 -1.556  0.241
H -3.857 0.356 1.377  -0.125
H 2.366 3.231 -2.894  0.418
H -5.016 -6.692 4.101  0.315
H 5.180 -4.266 0.008  0.268
H 1.742 4.811 -2.324  0.352
H 1.641 1.105 -7.103  0.384
H 0.493 4.371 -4.403  0.182
H 0.468 -2.458 4.972  -0.167
H 2.091 -1.446 2.436  0.222
H 4.770 -3.980 2.834  0.305
H -3.572 1.113 3.479  0.020
H 5.064 -2.320 4.994  0.307
H -4.658 -0.211 -0.820  0.287

## Properties
- Energy relative to the best compared isomer or geometry (same formula, charge and spin): 159.61 kcal/mol
- Charge: -1


# 2
A gas-phase ion, C26H46BN5O4PS2 (charge +1) at a distorted geometry. Source: the OMol25 dataset; level of theory: wB97M-V/def2-TZVPD.

Last column: Mulliken charge in e.
Geometry (Å):
S -0.424 6.163 4.481  -0.084
S -1.047 1.857 -5.391  -0.259
P 0.473 -2.863 1.887  0.269
O 0.372 3.246 4.909  -0.222
O 4.619 -1.585 0.185  -0.553
O -0.063 -1.215 -1.913  0.360
O 3.324 -0.128 -1.415  -0.104
N 3.290 -3.158 -2.205  -0.441
N 2.148 -2.235 -0.256  -0.382
N 0.689 -4.423 1.599  -0.806
N -1.754 2.544 5.994  -0.234
N -1.910 3.918 5.731  -0.172
C -0.649 1.858 0.495  0.976
C -4.294 -4.110 2.470  -0.468
C -0.373 2.092 5.509  -0.006
C 5.629 1.119 -1.311  -0.961
C -5.523 -2.999 2.242  -0.418
C 0.853 -2.144 -2.581  -0.313
C -5.270 -1.907 1.032  -0.558
C -1.314 -2.991 -0.668  -0.366
C -2.945 -4.091 1.506  -0.377
C 0.915 -1.693 0.386  0.572
C -0.622 4.354 5.065  0.248
C -1.124 6.177 2.709  -0.531
C 1.908 -2.933 -1.614  -0.391
C -0.425 -1.623 -0.552  -0.242
C -0.657 0.084 -4.795  -0.220
C -0.482 3.359 -0.224  -0.714
C 0.828 0.171 -4.101  -0.964
C 1.037 -0.238 1.148  -1.367
C -3.900 -1.876 0.078  0.377
C 1.526 -1.325 -3.839  -0.814
C -1.131 4.642 2.131  -0.592
C 0.809 1.086 0.216  0.286
C 4.067 0.978 -0.769  -0.108
C -1.399 4.522 0.513  -0.664
C -3.863 -0.728 -1.093  -0.763
C -2.676 -2.993 0.305  -0.138
B 3.309 -1.304 -0.504  0.968
H -6.119 -1.122 0.810  0.264
H -1.973 3.981 2.653  0.313
H -2.244 6.517 2.796  0.320
H 1.004 -4.520 0.612  0.330
H -1.190 -0.797 -0.152  -0.745
H 0.998 0.943 -0.929  -0.779
H -0.954 3.232 -1.313  0.286
H -2.553 4.384 0.283  0.283
H -0.720 -3.994 -0.590  0.428
H 0.164 -2.980 -3.083  0.440
H 0.014 0.981 5.586  0.317
H -0.836 -2.466 2.328  0.190
H 1.459 -4.028 -1.455  0.366
H 4.010 0.946 0.420  0.226
H -1.547 1.351 -0.057  -0.827
H 0.043 2.678 -4.955  0.137
H 5.889 2.268 -1.255  0.352
H 3.155 -3.494 -3.206  0.350
H 1.624 1.882 0.575  0.568
H -1.502 -0.310 -4.060  0.061
H 1.399 -2.455 2.953  0.103
H 1.342 -1.929 -4.825  0.401
H 2.536 -3.007 0.366  0.848
H 3.638 -4.037 -1.715  0.342
H -0.456 6.866 2.039  0.376
H -3.414 -1.257 -2.064  0.087
H 3.525 1.979 -1.081  0.231
H -4.949 -0.384 -1.403  0.448
H 4.504 -1.233 1.116  0.373
H -0.761 1.918 1.658  0.082
H -0.546 -0.551 -5.772  0.402
H -0.080 4.122 2.329  0.247
H 6.341 0.566 -0.546  0.218
H -1.767 -2.984 -1.774  0.345
H -3.248 0.232 -0.834  0.116
H -1.093 5.551 0.022  0.351
H 0.888 0.871 -3.155  0.349
H 5.727 0.693 -2.403  0.230
H 0.108 -0.234 1.903  0.526
H 1.972 -0.161 1.887  0.196
H -2.137 -4.929 1.753  0.354
H 0.636 3.664 -0.392  0.333
H 2.671 -1.114 -3.740  0.306
H -4.481 -4.891 3.338  0.292
H -6.505 -3.033 2.909  0.298
H 1.538 0.684 -4.913  0.441

## Properties
- Charge: +1


# 3
A molecular structure, C26H46Br3O37PS8 at a distorted geometry. Source: the OMol25 dataset; level of theory: wB97M-V/def2-TZVPD.

Last column: Mulliken charge in e.
Geometry (Å):
Br 0.680 3.880 2.396  -0.128
Br 3.643 4.332 0.713  -0.174
Br -3.970 4.882 -0.880  -0.295
S 4.125 -1.280 3.363  0.946
S 0.184 -4.984 3.935  1.119
S 2.584 1.137 -5.655  1.078
S -7.288 1.825 2.862  1.011
S -7.263 5.658 3.011  0.988
S 5.576 0.149 -11.850  1.100
S 9.776 -0.401 4.100  1.076
S -3.017 -8.296 1.715  1.105
P -2.714 4.330 0.986  0.339
O 4.402 -1.069 4.766  -0.598
O -7.801 3.179 2.112  0.006
O -3.061 1.806 -0.105  -0.077
O -3.617 -9.483 0.771  -0.301
O -7.852 4.858 1.962  -0.507
O 6.846 0.611 -12.360  -0.536
O 3.027 1.647 -6.933  -0.523
O -0.599 -6.391 3.678  -0.232
O 4.428 1.231 -12.265  -0.319
O 5.059 -1.177 -12.108  -0.528
O -5.844 6.255 2.474  -0.151
O -1.933 1.813 1.890  -0.296
O 9.737 -0.144 5.709  -0.315
O 5.537 0.406 -10.241  -0.293
O -5.858 1.719 2.693  -0.510
O -3.896 4.335 2.279  -0.340
O 8.628 0.681 3.685  -0.278
O 5.522 -1.109 2.537  -0.309
O 3.467 0.972 -4.523  -0.542
O 1.801 -0.270 -5.912  -0.333
O -2.650 -8.867 2.990  -0.540
O -7.066 5.169 4.358  -0.568
O -8.069 7.073 3.096  -0.313
O 9.259 -1.727 3.842  -0.518
O -3.040 0.706 -2.251  -0.670
O 1.067 -5.149 5.067  -0.595
O 3.084 -0.576 2.651  -0.399
O 3.930 -2.880 3.118  -0.215
O 0.627 -4.475 2.657  -0.536
O -7.936 1.751 4.153  -0.604
O -1.656 -8.015 0.862  -0.245
O 11.046 0.061 3.590  -0.539
O -1.107 -4.109 4.412  -0.318
O -3.876 -7.140 1.588  -0.556
O -8.007 0.749 1.870  -0.335
O 1.293 2.013 -5.178  -0.292
O 0.811 0.437 1.739  -0.319
C 0.704 3.385 0.417  -0.180
C 6.083 -2.399 2.303  -0.336
C 0.822 -1.867 0.727  -0.945
C 4.886 -3.335 2.161  -0.303
C -0.675 1.484 -1.191  0.918
C 0.108 -0.376 0.701  0.563
C 4.733 1.551 -9.962  0.013
C -1.933 -6.291 4.174  0.165
C -2.304 1.258 -1.279  0.110
C 2.013 3.599 -0.271  -0.091
C -1.501 -9.026 -0.133  -0.324
C 0.467 -0.170 -5.416  -0.063
C 2.181 3.285 -1.871  -0.685
C -2.917 -9.485 -0.471  -0.387
C 8.933 1.001 5.988  -0.330
C -2.018 2.584 0.640  0.014
C -6.007 7.628 2.124  -0.377
C -7.132 8.145 3.017  -0.434
C 0.306 0.225 -0.811  -0.646
C -0.680 2.840 -0.271  -0.028
C 3.713 1.619 -11.095  -0.341
C -8.416 2.832 0.873  -0.306
C 0.102 1.308 -5.523  -0.399
C -2.298 -4.813 4.067  -0.345
C -8.977 1.427 1.075  -0.403
C 7.913 1.069 4.855  -0.174
H 0.456 -2.557 1.601  0.212
H 4.257 1.452 -8.982  0.062
H 3.290 2.619 -11.215  0.319
H 1.193 3.408 -2.501  0.137
H -0.407 1.648 -2.342  -0.462
H -1.007 -0.483 1.041  0.041
H -0.978 -8.625 -1.005  0.298
H -2.935 -10.480 -0.922  0.312
H 7.103 0.348 5.010  0.143
H -9.137 0.902 0.131  0.335
H -9.915 1.455 1.639  0.295
H -2.707 2.021 2.493  0.351
H 7.490 2.069 4.735  0.339
H 2.980 4.041 -2.334  0.457
H 9.583 1.882 5.987  0.290
H 8.457 0.902 6.968  0.312
H 2.903 0.898 -10.940  0.311
H -0.205 -0.805 -6.000  0.327
H 0.466 -0.502 -4.373  0.095
H -6.769 8.351 4.030  0.312
H -4.398 3.467 2.332  0.316
H 0.019 -0.656 -1.563  0.410
H -3.413 -8.774 -1.139  0.301
H -3.117 -4.537 4.735  0.335
H 1.997 -1.715 0.755  0.168
H -1.037 3.726 -0.983  0.619
H 4.437 -3.253 1.166  0.237
H 5.152 -4.378 2.355  0.339
H -0.915 -9.842 0.300  0.292
H -2.605 -6.926 3.590  -0.156
H -0.162 1.575 -6.552  0.274
H -6.288 7.679 1.067  0.291
H -5.073 8.175 2.279  0.327
H 1.449 0.441 -0.970  -0.052
H 5.383 2.432 -9.963  0.269
H -2.562 -4.546 3.038  0.277
H 0.594 -2.392 -0.314  0.361
H 2.671 2.204 -1.997  0.160
H -1.934 -6.623 5.217  0.260
H 6.691 -2.665 3.174  0.274
H -7.645 2.841 0.096  0.254
H -9.196 3.555 0.619  0.317
H 6.712 -2.389 1.410  0.332
H 1.319 -0.166 2.365  0.329
H -7.606 9.042 2.613  0.318
H -0.717 1.584 -4.855  0.355


| no. | HOMO energy (eV) |
| --- | --- |
| 1 | -3.98 |
| 2 | -10.66 |
| 3 | -8.86 |